No. 1
# CH6O2

A cluster of 2 separate species, CH6O2 in total (ωB97M-V with the def2-TZVPD basis set, the Open Molecules 2025 dataset).

```
9
Properties=species:S:1:pos:R:3:mulliken_charge:R:1
C -0.9109 0.2070 -0.7934 -0.55
O -0.6598 0.5342 0.5772 -0.51
H -1.4913 0.9803 -1.3046 0.29
H -1.4543 -0.7328 -0.8810 0.27
H 0.0517 0.1187 -1.2804 0.21
H -1.4723 0.8558 0.9780 0.29
H 2.4575 -0.3213 1.4314 0.31
H 1.3558 -0.6268 0.4157 0.32
O 2.1236 -1.0152 0.8571 -0.64
```

The HOMO-LUMO gap is 0.4271 Eh. The value obtained for the highest occupied orbital energy is -10.86 eV. The total energy comes out at -192.1539 Ha. As for the structure (SMILES): CO.O.


No. 2
# CH6O3

A cluster of 3 separate species, CH6O3 in total at a distorted geometry (ωB97M-V with the def2-TZVPD basis set, the Open Molecules 2025 dataset).

```
10
Properties=species:S:1:pos:R:3:mulliken_charge:R:1
O 0.1384 -0.2133 -0.4347 -0.51
C 1.2638 -0.5506 -0.1302 -0.08
H 2.0337 0.2352 -0.1181 0.28
H 1.3898 -1.6182 0.0674 0.23
H -0.8977 -0.8473 1.8350 0.33
H -0.4729 -2.2153 2.4221 0.31
O -0.1271 -1.3559 2.1568 -0.64
H -0.6387 1.2951 -1.2844 0.42
H -1.1823 1.9530 -2.5901 0.31
O -0.9854 2.1309 -1.6497 -0.64
```

The HOMO-LUMO gap is 0.4110 Eh. The value obtained for the highest occupied orbital energy is -10.51 eV. The total energy comes out at -267.3820 Ha. As for the structure (SMILES): C=O.O.O.


Calculated values (eV) of E_LUMO for the records, taken in order: 0.76; 0.67.